# 1
A molecular structure, C31H32N8O6PbS3 at a distorted geometry, computed with the ωB97M-V functional and the def2-TZVPD basis.

Calculated values
orbital gap: 7.53 eV
LUMO level: -0.1 eV
total charge: 0
energy above the lowest of the compared OMol25 structures with the same formula, charge and spin: 40.1 kcal/mol
calculated total energy: -94622.179 eV

Cartesian coordinates (Å):
Pb (11.458, 13.728, 13.559)
O (12.723, 14.852, 8.809)
C (12.252, 15.920, 8.101)
C (12.999, 16.322, 6.963)
C (12.481, 17.322, 6.169)
C (11.390, 18.081, 6.669)
C (10.817, 17.854, 7.902)
C (11.178, 16.671, 8.630)
C (10.628, 16.395, 9.994)
O (11.190, 15.551, 10.727)
N (9.441, 16.985, 10.201)
N (8.856, 16.607, 11.332)
C (7.786, 15.958, 11.534)
C (7.399, 16.091, 12.888)
C (6.380, 15.556, 13.693)
C (6.406, 15.873, 15.019)
C (7.396, 16.694, 15.570)
C (8.359, 17.296, 14.803)
C (8.350, 16.928, 13.403)
O (9.235, 17.322, 12.475)
H (12.231, 14.865, 9.657)
H (13.880, 15.694, 6.697)
H (12.927, 17.632, 5.202)
H (11.039, 18.937, 6.160)
H (10.029, 18.485, 8.228)
H (7.380, 15.414, 10.696)
H (5.656, 14.848, 13.186)
H (5.749, 15.316, 15.663)
H (7.334, 16.820, 16.637)
H (9.096, 17.833, 15.334)
N (14.060, 12.015, 11.589)
C (13.451, 10.942, 10.800)
C (12.960, 9.819, 11.695)
C (11.693, 10.101, 12.517)
N (11.847, 11.158, 13.561)
H (14.243, 12.868, 11.037)
H (14.989, 11.783, 12.044)
H (14.183, 10.517, 10.060)
H (12.616, 11.398, 10.249)
H (13.795, 9.558, 12.389)
H (12.751, 8.942, 11.101)
H (11.373, 9.143, 12.939)
H (10.905, 10.469, 11.887)
H (12.739, 11.162, 13.943)
H (11.303, 10.903, 14.434)
O (9.496, 14.190, 14.922)
N (8.473, 13.267, 14.748)
C (7.740, 13.084, 15.864)
C (6.505, 12.444, 15.784)
C (6.129, 11.909, 14.554)
C (6.980, 11.980, 13.468)
C (8.173, 12.717, 13.571)
S (9.199, 12.933, 12.183)
H (8.239, 13.406, 16.763)
H (5.900, 12.366, 16.669)
H (5.207, 11.383, 14.443)
H (6.795, 11.494, 12.546)
N (14.149, 8.587, 20.311)
C (13.470, 9.512, 19.566)
C (12.999, 10.674, 20.197)
C (12.270, 11.602, 19.368)
C (12.001, 11.360, 18.073)
C (12.323, 10.116, 17.563)
C (13.067, 9.214, 18.270)
S (11.075, 12.365, 17.026)
O (10.128, 11.548, 16.309)
O (10.620, 13.453, 17.855)
N (12.100, 12.863, 15.850)
C (13.296, 13.406, 16.196)
S (13.481, 14.434, 17.633)
C (15.110, 14.684, 17.189)
C (15.440, 14.068, 16.044)
N (14.393, 13.367, 15.472)
H (14.570, 8.794, 21.209)
H (14.598, 7.839, 19.822)
H (13.345, 10.986, 21.156)
H (11.907, 12.531, 19.824)
H (11.981, 9.850, 16.517)
H (13.431, 8.269, 17.849)
H (15.843, 15.056, 17.849)
H (16.384, 13.954, 15.529)

Atom charges from the Mulliken analysis, given in e for atoms 1 to 2: 1.16 -0.61

=====

# 2
2 unconnected molecules or ions with the total composition C3H7BrSi at a distorted geometry, computed with the ωB97M-V functional and the def2-TZVPD basis.

Calculated values
orbital gap (alpha / beta): 7.51 / 6.59 eV
LUMO level (alpha / beta): -0.7 / -0.7 eV
total charge: 0
energy above the lowest of the compared OMol25 structures with the same formula, charge and spin: 101.6 kcal/mol
calculated total energy: -81139.732 eV

Cartesian coordinates (Å):
C (-1.631, -0.401, -0.204)
C (-0.588, -1.259, -0.026)
C (0.923, 2.201, -0.525)
Si (1.233, -0.742, -0.435)
Br (2.506, 2.927, 0.326)
H (-2.613, -0.623, 0.222)
H (-1.523, 0.593, -0.574)
H (-0.612, -2.230, 0.467)
H (0.021, 2.377, 0.071)
H (0.990, 2.475, -1.702)
H (2.077, -1.748, 0.262)
H (1.676, -0.208, -1.691)

Atom charges from the Mulliken analysis, given in e for atoms 1 to 2: -0.54 -0.28

=====

# 3
A molecular structure, C40H35ClIrO5P2S4Sb, computed with the ωB97M-V functional and the def2-TZVPD basis.

Calculated values
orbital gap (alpha / beta): 6.24 / 6.21 eV
2S+1: 2
LUMO level (alpha / beta): 2.1 / 2.1 eV
total charge: -1
energy above the lowest of the compared OMol25 structures with the same formula, charge and spin: 79.8 kcal/mol
expectation value of S²: 0.758
calculated total energy: -136108.246 eV

Cartesian coordinates (Å):
Ir (0.353, -2.067, -0.057)
S (5.405, -2.189, 1.971)
Sb (3.694, -3.573, 1.450)
S (1.446, -3.808, -1.102)
S (3.425, -3.203, -0.955)
C (-0.125, 2.085, -1.253)
C (0.609, 2.170, 0.092)
P (0.083, 1.055, 1.422)
C (1.449, 0.935, 2.582)
C (1.144, 0.510, 3.877)
C (2.156, 0.264, 4.788)
C (3.481, 0.442, 4.415)
C (3.790, 0.885, 3.140)
C (2.779, 1.133, 2.226)
C (-1.192, 1.952, 2.349)
C (-0.875, 3.115, 3.048)
C (-1.851, 3.785, 3.768)
C (-3.148, 3.290, 3.803)
C (-3.469, 2.132, 3.110)
C (-2.493, 1.467, 2.381)
P (-1.929, 1.590, -1.221)
C (-2.600, 2.666, -2.548)
C (-3.497, 2.174, -3.495)
C (-4.108, 3.023, -4.407)
C (-3.839, 4.384, -4.388)
C (-2.956, 4.889, -3.444)
C (-2.349, 4.039, -2.532)
C (-1.753, -0.023, -2.058)
C (-1.211, -0.156, -3.334)
C (-0.876, -1.404, -3.838)
C (-1.046, -2.533, -3.061)
C (-1.568, -2.423, -1.771)
C (-1.957, -1.168, -1.291)
H (0.378, 1.337, -1.862)
H (-0.022, 3.042, -1.764)
H (0.529, 3.171, 0.529)
H (1.666, 1.979, -0.094)
H (0.112, 0.345, 4.164)
H (1.911, -0.093, 5.780)
H (4.276, 0.209, 5.111)
H (4.823, 0.995, 2.839)
H (3.049, 1.442, 1.228)
H (0.144, 3.486, 3.046)
H (-1.597, 4.686, 4.311)
H (-3.909, 3.808, 4.373)
H (-4.480, 1.747, 3.133)
H (-2.733, 0.575, 1.816)
H (-3.710, 1.113, -3.528)
H (-4.794, 2.616, -5.140)
H (-4.314, 5.046, -5.101)
H (-2.740, 5.950, -3.414)
H (-1.675, 4.457, -1.793)
H (-1.018, 0.728, -3.932)
H (-0.421, -1.484, -4.816)
H (-0.736, -3.501, -3.430)
H (-1.837, -3.324, -1.232)
H (-2.436, -1.085, -0.325)
C (-3.677, -5.611, 0.062)
C (-2.548, -4.840, 0.686)
C (-2.747, -3.557, 1.179)
C (-1.692, -2.835, 1.724)
C (-0.413, -3.396, 1.807)
C (-0.219, -4.698, 1.319)
C (-1.268, -5.396, 0.755)
S (0.852, -2.653, 2.902)
O (1.380, -3.796, 3.669)
O (1.914, -2.247, 1.806)
O (-0.526, -0.259, 1.004)
H (-4.637, -5.137, 0.260)
H (-3.710, -6.634, 0.441)
H (-3.549, -5.669, -1.022)
H (-3.734, -3.111, 1.128)
H (-1.853, -1.843, 2.126)
H (0.754, -5.155, 1.421)
H (-1.093, -6.393, 0.367)
Cl (7.290, 2.630, -1.488)
C (5.805, 1.720, -1.637)
C (5.059, 1.839, -2.799)
C (3.888, 1.105, -2.919)
C (3.452, 0.296, -1.877)
C (4.220, 0.189, -0.724)
C (5.411, 0.889, -0.603)
C (2.178, -0.501, -2.031)
O (1.883, -0.963, -3.119)
O (1.498, -0.573, -0.925)
H (5.401, 2.485, -3.596)
H (3.299, 1.145, -3.827)
H (3.910, -0.482, 0.068)
H (6.032, 0.767, 0.276)

Atom charges from the Mulliken analysis, given in e for atoms 1 to 2: 2.49 -0.70

=====

# 4
2 unconnected molecules or ions with the total composition C4H11NO3 at a distorted geometry, computed with the ωB97M-V functional and the def2-TZVPD basis.

Calculated values
orbital gap: 9.42 eV
LUMO level: 0.1 eV
total charge: 0
energy above the lowest of the compared OMol25 structures with the same formula, charge and spin: 92.5 kcal/mol
calculated total energy: -11956.097 eV

Cartesian coordinates (Å):
C (1.607, 0.506, 0.131)
O (2.559, 1.148, 0.967)
C (0.201, 0.748, 0.709)
C (-0.936, 0.712, -0.729)
C (-1.082, -0.299, 0.250)
N (-2.174, -0.120, 1.178)
O (-0.710, -1.498, 0.072)
H (1.802, -0.563, 0.045)
H (1.714, 0.991, -0.832)
H (2.619, 0.668, 1.797)
H (0.079, 1.824, 0.877)
H (0.258, 0.354, 1.715)
H (-0.457, 0.413, -1.644)
H (-1.541, 1.610, -0.681)
H (-2.201, -1.006, 1.676)
H (-3.042, -0.112, 0.626)
H (0.608, -2.302, -2.650)
H (0.088, -1.619, -1.335)
O (0.608, -1.458, -2.172)

Atom charges from the Mulliken analysis, given in e for atoms 1 to 2: -0.59 -0.54

=====

# 5
A molecular structure, C3H4F13KN2O19S7 at a distorted geometry, computed with the ωB97M-V functional and the def2-TZVPD basis.

Calculated values
orbital gap: 6.89 eV
LUMO level: 6.3 eV
total charge: -4
energy above the lowest of the compared OMol25 structures with the same formula, charge and spin: 0.0 kcal/mol
calculated total energy: -172554.685 eV

Cartesian coordinates (Å):
K (-0.297, -0.135, -0.574)
N (-0.075, -0.356, 5.714)
S (0.851, 0.625, 5.041)
O (0.622, 0.748, 3.638)
O (2.205, 0.936, 5.612)
F (0.047, 1.957, 5.521)
S (1.033, -1.685, 5.547)
O (2.154, -1.654, 6.517)
O (1.244, -2.170, 4.221)
F (0.065, -2.770, 6.326)
N (-0.961, -4.355, -1.781)
S (-1.011, -6.114, -1.662)
O (0.156, -6.718, -2.366)
O (-2.373, -6.679, -1.600)
F (-0.578, -6.215, -0.105)
S (-1.619, -4.346, -3.086)
O (-3.081, -4.389, -3.153)
O (-0.817, -4.795, -4.245)
F (-1.346, -2.739, -3.223)
C (5.161, 1.613, -0.080)
F (6.447, 1.307, 0.226)
F (4.385, 1.043, 0.823)
F (4.908, 2.908, 0.108)
S (4.565, 1.136, -1.839)
O (5.167, -0.169, -2.212)
O (3.128, 1.276, -1.848)
O (5.163, 2.169, -2.715)
C (0.312, 5.299, 0.585)
F (1.126, 6.053, -0.262)
F (-1.035, 5.522, 0.229)
F (0.671, 4.025, 0.571)
S (0.548, 6.011, 2.363)
O (-0.604, 5.546, 3.131)
O (1.893, 5.569, 2.868)
O (0.450, 7.467, 2.155)
C (-5.103, 1.180, -4.516)
F (-4.745, 0.143, -5.334)
F (-6.245, 1.655, -4.959)
F (-5.287, 0.735, -3.277)
S (-3.639, 2.499, -4.399)
O (-2.494, 1.970, -3.607)
O (-3.360, 2.723, -5.832)
O (-4.242, 3.656, -3.739)
O (1.513, -3.064, 0.395)
H (1.567, -3.542, 1.223)
H (0.789, -3.480, -0.074)
O (-2.593, -3.126, 1.308)
H (-2.675, -3.959, 1.774)
H (-1.990, -3.312, 0.589)

Atom charges from the Mulliken analysis, given in e for atoms 1 to 2: 0.95 -0.29

=====

# 6
A single C5H10N2 molecule at a distorted geometry, computed with the ωB97M-V functional and the def2-TZVPD basis.

Calculated values
SMILES string: NC1[C@@H]2CNC[C@@H]12
orbital gap: 9.28 eV
LUMO level: 1.0 eV
total charge: 0
energy above the lowest of the compared OMol25 structures with the same formula, charge and spin: 131.4 kcal/mol
calculated total energy: -8321.637 eV

Cartesian coordinates (Å):
N (1.735, -2.032, -0.168)
C (1.287, -0.763, 0.338)
C (-0.120, -0.294, 0.590)
C (-1.590, -0.053, 0.380)
N (-1.430, 1.287, -0.127)
C (0.004, 1.576, -0.643)
C (0.499, 0.231, -0.558)
H (2.258, -2.674, 0.451)
H (0.802, -2.375, -0.612)
H (2.193, -0.361, 1.004)
H (0.157, 0.395, 1.319)
H (-2.311, 0.061, 1.198)
H (-2.064, -0.834, -0.350)
H (-1.892, 1.923, 0.314)
H (0.455, 2.305, 0.188)
H (-0.193, 1.811, -1.723)
H (0.208, -0.202, -1.601)

Atom charges from the Mulliken analysis, given in e for atoms 1 to 2: -0.59 -0.14